Formula: C4H10N2S
Source: the Open Molecules 2025 dataset
Level of theory: wB97M-V/def2-TZVPD

Element x y z (Å)
C: 0.15466 0.98878 0.78945
C: 0.84333 -0.34951 0.79161
C: 0.59398 0.35053 -0.49748
C: -0.41587 -0.21365 -1.46748
H: -1.80603 1.65811 0.62775
H: -1.38911 1.20582 2.12617
H: 0.78221 1.81188 1.20920
H: 1.94521 -0.37045 1.12845
H: -0.83152 -1.27204 1.24578
H: 0.58421 -2.01653 1.88558
H: 1.40544 0.79364 -1.06925
H: -0.97668 0.56788 -1.97970
H: -1.09017 -0.87817 -0.93419
H: 0.96973 -0.29132 -3.36792
N: -1.24551 0.90027 1.13861
N: 0.15734 -1.56089 1.09290
S: 0.31879 -1.32435 -2.71949

Values from the calculation:
SMILES string	N[C@@H]1[C@H](N)[C@@H]1CS
E_HOMO	-8.479	eV
multiplicity	1
frontier orbital gap	9.3	eV
net charge	0

Charges computed using Mulliken, reported in e:
1 C -0.244
2 C -0.215
3 C 0.049
4 C -0.890
5 H 0.252
6 H 0.225
7 H 0.285
8 H 0.313
9 H 0.282
10 H 0.229
11 H 0.337
12 H 0.394
13 H 0.313
14 H 0.104
15 N -0.641
16 N -0.592
17 S -0.201


Formula: C23H44BrCl2O22PS2
Source: the Open Molecules 2025 dataset
Level of theory: wB97M-V/def2-TZVPD

Element x y z (Å)
C: 4.38525 2.15174 -1.02480
C: 3.81302 1.06691 -1.92243
Cl: 4.95291 -0.34049 -1.78005
C: 2.44779 0.58260 -1.44781
Cl: 1.96096 -0.90911 -2.29478
C: 1.32966 1.62822 -1.57462
P: 0.37383 1.45512 0.07034
S: -1.47045 2.02821 0.06588
O: 1.75512 2.98760 -1.57530
S: 0.67314 3.98198 -2.21080
O: 1.32291 4.74665 -3.17934
O: -0.04016 4.70123 -1.26936
O: -0.22052 2.82564 -2.85572
C: 0.39169 1.55458 -2.77765
Br: 1.27763 1.36732 -4.49445
H: 3.94138 2.08920 -0.04007
H: 4.05619 3.09985 -1.42138
H: 5.45578 2.09346 -0.96407
H: 3.84166 1.34481 -2.96206
H: 2.54948 0.28729 -0.41523
H: 0.51703 0.09487 0.40478
H: 1.16644 2.23245 0.93377
H: -0.38051 0.83546 -2.54867
C: 0.88661 3.75922 -10.64555
O: 0.83420 3.35038 -9.27796
C: 0.68044 4.35548 -8.41127
O: 0.58879 5.52048 -8.69623
O: 0.64740 3.84205 -7.18460
C: 0.48656 4.80852 -6.13700
H: 1.01205 2.85575 -11.23496
H: -0.03922 4.25161 -10.93585
H: 1.73337 4.42056 -10.81747
H: -0.45545 5.34235 -6.24987
H: 1.31883 5.50831 -6.12805
H: 0.47565 4.26239 -5.20741
C: -3.54924 5.03058 3.05518
O: -3.27146 3.73722 3.60237
C: -4.30950 3.12462 4.16099
O: -5.43365 3.54431 4.24560
O: -3.87295 1.94365 4.60752
C: -4.87711 1.14114 5.23680
H: -2.61767 5.39357 2.63283
H: -4.29492 4.96321 2.26619
H: -3.88198 5.71334 3.83436
H: -5.67494 0.90533 4.53576
H: -5.28026 1.64728 6.11130
H: -4.39486 0.22090 5.54998
C: -6.65350 3.37697 0.94055
O: -7.62724 3.43580 -0.10477
C: -7.36152 4.34035 -1.04567
O: -6.40780 5.07349 -1.07189
O: -8.33645 4.29392 -1.95469
C: -8.17880 5.22005 -3.03133
H: -6.98095 2.61297 1.63855
H: -5.67828 3.10152 0.54100
H: -6.59301 4.32845 1.46398
H: -7.26184 5.01831 -3.58114
H: -8.17768 6.24330 -2.66156
H: -9.03036 5.07772 -3.68987
C: -1.51927 0.14773 4.74500
O: -0.58565 -0.76645 5.33311
C: -0.32504 -1.84126 4.59106
O: -0.79142 -2.08196 3.50747
O: 0.54921 -2.59947 5.25197
C: 0.93356 -3.79530 4.56642
H: -1.63821 0.97394 5.43642
H: -1.14037 0.53077 3.79971
H: -2.47980 -0.33461 4.59458
H: 1.41878 -3.55686 3.62243
H: 0.07254 -4.43690 4.39413
H: 1.63978 -4.31445 5.20711
C: 6.97348 -5.68231 2.50582
O: 6.00281 -5.60972 1.45941
C: 6.28727 -4.71802 0.50914
O: 7.25686 -4.00685 0.47688
O: 5.31074 -4.75208 -0.39652
C: 5.48488 -3.83942 -1.48363
H: 6.62222 -6.43738 3.20262
H: 7.94260 -5.98054 2.11151
H: 7.05524 -4.72776 3.02155
H: 6.39430 -4.06760 -2.03610
H: 5.50767 -2.81378 -1.12485
H: 4.63048 -3.96357 -2.14242
C: 1.54467 -8.87688 0.84086
O: 1.63197 -9.52844 2.11100
C: 1.32314 -8.75214 3.14763
O: 0.99120 -7.59672 3.09031
O: 1.44544 -9.47624 4.26033
C: 1.14208 -8.76521 5.46178
H: 1.81918 -9.61581 0.09438
H: 0.52870 -8.53625 0.65279
H: 2.23786 -8.03989 0.78962
H: 0.10990 -8.42095 5.45502
H: 1.81893 -7.92300 5.59160
H: 1.28078 -9.46534 6.27989

Values from the calculation:
SMILES string	C[C@@H](Cl)[C@H](Cl)[C@@]1([PH2]=S)OS(=O)(=O)O[C@H]1Br.COC(=O)OC.COC(=O)OC.COC(=O)OC.COC(=O)OC.COC(=O)OC.COC(=O)OC
E_HOMO	-9.385	eV
multiplicity	1
frontier orbital gap	9.5	eV
net charge	0

Charges computed using Mulliken, reported in e:
1 C -1.263
2 C 0.354
3 Cl -0.200
4 C -0.766
5 Cl -0.101
6 C 0.174
7 P 0.015
8 S -0.222
9 O -0.154
10 S 1.117
11 O -0.570
12 O -0.524
13 O -0.361
14 C -0.318
15 Br -0.042
16 H 0.290
17 H 0.324
18 H 0.464
19 H 0.266
20 H 0.623
21 H 0.136
22 H 0.083
23 H 0.619
24 C -0.641
25 O -0.298
26 C 0.688
27 O -0.545
28 O -0.164
29 C -0.124
30 H 0.216
31 H 0.292
32 H 0.292
33 H 0.330
34 H 0.330
35 H -0.333
36 C -0.512
37 O -0.279
38 C 0.721
39 O -0.573
40 O -0.171
41 C -0.684
42 H 0.213
43 H 0.148
44 H 0.319
45 H 0.307
46 H 0.332
47 H 0.198
48 C -0.503
49 O -0.350
50 C 0.768
51 O -0.559
52 O -0.341
53 C -0.627
54 H 0.240
55 H 0.285
56 H 0.273
57 H 0.298
58 H 0.292
59 H 0.215
60 C -0.421
61 O -0.325
62 C 0.767
63 O -0.555
64 O -0.332
65 C -0.605
66 H 0.288
67 H 0.249
68 H 0.122
69 H 0.292
70 H 0.284
71 H 0.226
72 C -0.652
73 O -0.267
74 C 0.738
75 O -0.547
76 O -0.308
77 C -0.368
78 H 0.205
79 H 0.298
80 H 0.302
81 H 0.325
82 H 0.038
83 H 0.245
84 C -0.603
85 O -0.329
86 C 0.832
87 O -0.543
88 O -0.314
89 C -0.600
90 H 0.215
91 H 0.290
92 H 0.280
93 H 0.287
94 H 0.274
95 H 0.211


Formula: C3H52Cl2NO22P
Source: the Open Molecules 2025 dataset
Level of theory: wB97M-V/def2-TZVPD

Element x y z (Å)
C: -0.81624 -1.09453 -0.58520
C: -0.24925 0.12360 -1.32556
Cl: -1.43551 0.75754 -2.54344
C: 1.09026 -0.03553 -2.04726
Cl: 2.31687 -0.54468 -0.80215
P: 1.10763 -1.06393 -3.62341
N: -0.05011 -2.27866 -3.39079
H: -1.77477 -1.38602 -1.00828
H: -0.16637 -1.96079 -0.67458
H: -0.96658 -0.86379 0.46930
H: -0.14961 0.95687 -0.63002
H: 1.42784 0.95563 -2.35305
H: 2.29532 -1.77091 -3.36564
H: -0.78424 -2.27551 -4.08580
H: 0.28069 -3.21477 -3.20141
O: -0.23834 1.04169 -6.19371
H: -0.21381 0.62454 -5.32202
H: -1.12529 0.87261 -6.52604
O: 4.38633 -0.51929 -4.20765
H: 5.32996 -0.50625 -4.42083
H: 4.38314 -0.14731 -3.31859
O: 1.04464 -0.05798 2.35912
H: 1.34965 -0.38415 1.50222
H: 0.29222 0.50897 2.15472
O: 1.52260 1.55469 4.66365
H: 1.62978 0.98621 3.88359
H: 1.12139 2.36588 4.33755
O: 0.98618 -4.19316 -1.06027
H: 1.69901 -3.55853 -1.19813
H: 1.28180 -4.73905 -0.31885
O: -3.06590 2.64239 -0.41067
H: -2.47320 2.42849 -1.13754
H: -3.81801 3.06277 -0.84611
O: -3.08257 4.46997 -2.87214
H: -2.98222 4.58468 -3.82332
H: -2.25616 4.79004 -2.49540
O: 2.29865 -0.38777 6.66827
H: 1.55315 -0.84432 7.07443
H: 1.85468 0.21386 6.05156
O: 0.81328 3.04668 7.47023
H: 1.76004 3.08825 7.66663
H: 0.79262 2.69424 6.57547
O: -5.83997 3.78387 -1.09198
H: -6.47538 3.23720 -0.61828
H: -6.35777 4.30415 -1.71398
O: -4.98202 1.42129 -3.54314
H: -4.69937 2.33049 -3.38560
H: -4.34250 0.88104 -3.06722
O: 1.09986 -6.30200 1.27241
H: 0.72778 -7.16478 1.06564
H: 1.05528 -6.22935 2.23077
O: 4.96357 1.00399 6.56348
H: 4.81391 0.50889 7.37788
H: 4.11958 0.89416 6.10239
O: -3.73252 0.72764 1.71203
H: -3.41872 1.56234 1.33768
H: -4.68959 0.78511 1.62477
O: -7.74314 0.97553 -3.40148
H: -6.77032 0.98293 -3.38340
H: -7.97917 0.58285 -4.24599
O: -0.55525 -0.79900 5.97082
H: -0.33072 -1.09490 5.08161
H: -1.28774 -0.18660 5.84924
O: -6.26435 0.80971 -0.62019
H: -6.25770 -0.15161 -0.56805
H: -7.01689 1.01181 -1.19187
O: 3.72967 3.64195 7.31773
H: 4.33420 3.93117 8.00778
H: 4.01001 2.73765 7.10711
O: -2.38231 -3.51731 -5.22010
H: -2.15649 -4.44763 -5.11989
H: -3.15836 -3.50794 -5.78865
O: 7.06788 -1.00285 -3.10935
H: 6.71900 -1.88340 -3.30924
H: 7.01606 -0.90656 -2.15360
O: 5.65400 -2.98619 -4.86530
H: 5.92875 -3.45347 -5.65943
H: 4.87970 -2.46296 -5.10641
O: 4.26105 0.05864 3.47459
H: 4.99211 0.58300 3.82001
H: 4.09828 -0.60151 4.15834

Values from the calculation:
E_HOMO	-8.850	eV
multiplicity	1
frontier orbital gap	8.9	eV
net charge	0

Charges computed using Mulliken, reported in e:
1 C -1.171
2 C -0.114
3 Cl -0.185
4 C -0.261
5 Cl -0.235
6 P -0.131
7 N -0.253
8 H 0.346
9 H 0.225
10 H 0.302
11 H 0.549
12 H 0.513
13 H 0.007
14 H 0.286
15 H 0.176
16 O -0.645
17 H 0.312
18 H 0.296
19 O -0.633
20 H 0.324
21 H 0.296
22 O -0.640
23 H 0.232
24 H 0.317
25 O -0.476
26 H 0.306
27 H 0.241
28 O -0.620
29 H 0.301
30 H 0.299
31 O -0.447
32 H 0.235
33 H 0.256
34 O -0.575
35 H 0.308
36 H 0.287
37 O -0.617
38 H 0.282
39 H 0.354
40 O -0.636
41 H 0.353
42 H 0.288
43 O -0.587
44 H 0.282
45 H 0.291
46 O -0.633
47 H 0.278
48 H 0.283
49 O -0.611
50 H 0.296
51 H 0.304
52 O -0.702
53 H 0.341
54 H 0.343
55 O -0.617
56 H 0.335
57 H 0.257
58 O -0.647
59 H 0.378
60 H 0.307
61 O -0.612
62 H 0.315
63 H 0.297
64 O -0.514
65 H 0.254
66 H 0.301
67 O -0.667
68 H 0.295
69 H 0.400
70 O -0.610
71 H 0.296
72 H 0.295
73 O -0.664
74 H 0.344
75 H 0.315
76 O -0.627
77 H 0.307
78 H 0.328
79 O -0.628
80 H 0.297
81 H 0.327


Formula: C3H2N4S
Source: the Open Molecules 2025 dataset
Level of theory: wB97M-V/def2-TZVPD

Element x y z (Å)
C: -0.77708 0.04291 0.26534
C: 0.04019 1.25963 0.64667
C: 1.69347 -0.70999 -0.57892
H: -0.35814 1.98399 1.37861
H: 2.23439 -1.33280 -1.31162
N: 1.24106 1.44762 0.19528
N: 1.76242 0.57007 -0.78639
N: 1.08015 -1.42526 0.46072
N: -0.08553 -1.10974 0.82420
S: -2.22515 -0.03658 -0.43264

Values from the calculation:
SMILES string	S=c1cnncnn1
E_HOMO	-9.586	eV
multiplicity	1
frontier orbital gap	7.9	eV
net charge	0

Charges computed using Mulliken, reported in e:
1 C 0.121
2 C 0.068
3 C 0.136
4 H 0.387
5 H 0.367
6 N -0.269
7 N -0.301
8 N -0.242
9 N -0.038
10 S -0.228